37
Properties=species:S:1:pos:R:3:mulliken_charge:R:1 method="wB97M-V/def2-TZVPD" de_lowest_ev=5.574 e_tot_ev=-22329.18938 e_homo_ev=-6.150 lumo_energy_ev=0.50 spin_multiplicity=1 orbital_gap_ev=6.647
O -5.74 1.34 1.27 -0.52
H -3.68 2.37 0.13 0.24
C 3.56 1.06 -0.19 0.21
H -4.77 2.31 -1.04 0.30
O 2.75 0.15 -0.74 -0.47
H 0.94 0.29 -0.12 0.19
C -0.78 -1.35 -0.21 -0.80
H -2.69 0.34 1.04 0.46
H -2.17 -0.66 -1.73 0.36
N 3.79 -0.82 1.19 -0.62
H 0.38 -1.60 -2.04 0.34
H 4.52 -1.51 1.55 0.23
H -3.27 -1.14 0.68 0.61
C 5.90 0.42 0.50 -1.57
H 3.05 -0.81 1.84 0.23
C -1.86 -0.39 -0.74 -0.48
C 4.39 0.46 0.94 0.53
H -6.94 -0.81 0.86 0.34
H 6.16 -0.42 -0.06 0.46
H 4.31 1.16 1.81 0.25
O -6.22 -0.67 0.24 -0.46
H -1.47 0.58 -0.88 0.34
H -0.52 -1.12 0.73 0.45
N -3.91 1.88 -0.68 -0.71
H 1.31 -1.98 -0.53 0.29
H 6.55 0.45 1.38 0.35
C -3.02 -0.22 0.26 -1.63
C -5.44 0.44 0.57 0.25
C 0.52 -1.31 -1.02 -0.69
H 2.99 -0.81 -0.16 0.50
N 1.03 0.06 -1.05 -0.27
C -4.20 0.49 -0.37 0.42
H -4.48 -0.04 -1.32 0.42
H 6.10 1.28 -0.04 0.43
H 0.38 0.74 -1.38 0.21
H -1.18 -2.36 -0.17 0.44
O 3.71 2.18 -0.53 -0.62

=====

35
Properties=species:S:1:pos:R:3:mulliken_charge:R:1 method="wB97M-V/def2-TZVPD" charge=+1 de_lowest_ev=0.000 e_tot_ev=-17673.39081 smiles="CCCON1CCN/C1=[NH+]/CCCN" e_homo_ev=-12.290 lumo_energy_ev=-3.13 spin_multiplicity=1 orbital_gap_ev=9.160
C 2.10 0.84 -1.51 -0.77
H 0.65 -3.92 3.14 0.34
H -1.53 -2.79 2.53 0.38
H 0.20 -0.18 -1.36 0.14
C 0.73 -2.88 2.84 -0.43
H -2.01 1.99 -1.74 0.23
O -1.37 -1.32 0.38 -0.30
C -0.64 -2.17 2.58 -0.64
H 0.57 0.82 0.04 0.34
H 0.82 2.56 -1.40 0.32
C 0.89 -1.68 0.92 0.09
N 1.52 -2.72 1.61 -0.43
H -0.77 -1.41 3.35 0.31
H -2.31 -0.30 -1.50 0.30
H 2.48 -1.33 -0.17 0.32
H 3.02 0.93 -0.93 0.49
C -2.75 1.77 -0.98 -1.13
H -3.89 -0.06 -0.79 0.43
H -1.68 0.59 1.08 0.39
C -2.26 -0.19 0.61 -0.59
C 1.67 2.23 -2.00 -0.50
H 1.38 -3.55 1.03 0.34
N -0.37 -1.45 1.34 0.30
N 2.78 3.19 -1.88 -0.68
H 2.32 0.21 -2.37 0.31
H -3.05 -0.52 1.29 0.38
H 1.36 2.18 -3.04 0.35
C 1.00 0.16 -0.71 -0.34
N 1.54 -1.01 0.01 -0.06
H -2.49 2.30 -0.07 0.36
C -2.85 0.25 -0.73 -0.32
H 1.21 -2.34 3.66 0.26
H 2.87 3.73 -2.73 0.26
H -3.70 2.17 -1.31 0.32
H 2.56 3.88 -1.17 0.22

=====

40
Properties=species:S:1:pos:R:3:mulliken_charge:R:1 method="wB97M-V/def2-TZVPD" charge=+1 de_lowest_ev=0.000 e_tot_ev=-51181.79305 smiles="C[C@@H](O)Cc1n(P(O)O)nc(CCCCN)[n+]1[PH2]=S" e_homo_ev=-12.539 lumo_energy_ev=-4.06 spin_multiplicity=1 orbital_gap_ev=8.477
O 4.04 0.31 -2.27 -0.42
H -1.86 2.03 1.74 0.17
H -0.22 -0.22 -2.48 0.12
C 1.03 0.40 1.48 0.20
H -1.92 -3.68 0.16 0.30
H -1.81 0.83 -0.77 0.08
C -0.96 -2.16 1.06 0.16
H 0.19 2.81 -1.76 0.45
H -2.56 0.03 -2.19 0.44
C -1.96 0.93 -1.87 -1.08
H -1.25 -0.66 3.49 0.30
C -0.57 0.85 -2.62 0.63
H 3.70 1.18 -1.97 0.36
P 2.85 -0.80 -1.77 0.09
H 1.03 -2.40 2.08 0.33
C 0.80 0.21 3.00 -0.58
H 0.24 1.14 3.35 0.15
N 0.41 1.37 0.62 0.25
O 1.95 -1.11 -3.14 -0.43
H 1.48 1.73 -2.59 0.25
H -1.48 0.64 -4.36 0.37
S -0.03 4.01 2.22 -0.25
C 0.95 1.03 -0.61 0.02
H 0.16 -1.38 4.35 0.35
H -2.92 -2.62 0.83 0.28
H -2.53 1.88 -2.12 0.29
N 1.85 0.00 -0.53 0.93
H -1.30 3.24 -0.11 0.15
P -0.74 2.64 1.07 0.13
N 1.87 -0.37 0.78 -0.69
H -1.33 -1.09 0.94 -0.06
N -2.07 -3.16 1.04 -0.70
C 0.55 1.77 -1.94 -0.95
H 1.74 0.19 3.61 0.40
H -0.35 -3.15 2.94 0.43
C -0.19 -1.01 3.34 -0.63
C -0.05 -2.23 2.35 -0.82
H 2.21 -1.95 -3.55 0.37
O -0.68 1.09 -4.01 -0.54
H -0.28 -2.32 0.18 0.16

=====

36
Properties=species:S:1:pos:R:3:mulliken_charge:R:1 method="wB97M-V/def2-TZVPD" charge=+1 de_lowest_ev=1.871 e_tot_ev=-18604.54814 smiles=CC(C)(C)N[n+]1nn(C(C)(C)C)nc1N e_homo_ev=-13.545 lumo_energy_ev=-3.53 spin_multiplicity=1 orbital_gap_ev=10.014
C 4.08 -0.16 0.71 -1.54
C 2.63 0.99 -1.01 -1.16
H 2.21 2.02 -0.96 0.33
H -2.31 1.89 -1.24 0.61
N 1.50 -1.77 -0.13 -0.94
H 2.09 0.20 -1.65 0.22
H -1.10 1.79 0.01 0.19
N 0.53 -0.16 0.99 -0.78
C 2.37 1.59 1.26 -1.49
C -2.59 0.10 -0.09 1.94
H 2.90 2.49 1.27 0.41
H 3.68 1.20 -1.44 0.32
H -3.33 1.53 1.38 0.42
H -1.54 -2.96 -0.52 0.21
H 1.40 1.78 0.92 0.36
N -1.70 -0.79 0.79 -0.79
H -1.88 -0.46 1.74 0.34
H 4.27 -0.23 1.76 0.37
H -0.96 0.87 -1.61 0.21
H 4.79 0.49 0.24 0.42
H -3.64 -1.56 -0.85 0.46
H -4.11 -0.06 1.40 0.52
C -3.13 -0.74 -1.25 -2.06
N 1.62 -0.62 0.48 1.27
H 2.36 1.25 2.34 0.33
H 4.30 -1.16 0.19 0.36
C 0.18 -2.01 -0.17 0.56
C 2.69 0.43 0.38 1.44
C -3.67 0.66 0.80 -1.87
N -0.39 -1.04 0.61 0.63
H -2.28 -1.11 -1.79 0.46
H -4.62 1.08 0.28 0.35
N -0.61 -2.88 -0.82 -0.34
H -3.68 -0.21 -1.94 0.48
C -1.75 1.20 -0.75 -1.48
H -0.29 -3.65 -1.34 0.24